No. 1
{"formula": "C35H75BrN2O15S", "method": "the ωB97M-V functional and the def2-TZVPD basis", "symbols": ["C", "C", "C", "C", "O", "C", "C", "C", "N", "C", "C", "C", "C", "C", "C", "O", "C", "C", "C", "O", "N", "O", "O", "S", "O", "O", "C", "C", "C", "C", "C", "O", "O", "C", "C", "C", "C", "O", "Br", "H", "H", "H", "H", "H", "H", "H", "H", "H", "H", "H", "H", "H", "H", "H", "H", "H", "H", "H", "H", "H", "H", "H", "H", "H", "H", "H", "H", "H", "H", "H", "H", "H", "H", "H", "H", "H", "H", "H", "H", "H", "H", "H", "H", "H", "C", "C", "O", "H", "H", "H", "H", "H", "H", "C", "C", "O", "H", "H", "H", "H", "H", "H", "C", "C", "O", "H", "H", "H", "H", "H", "H", "C", "C", "O", "H", "H", "H", "H", "H", "H", "C", "C", "O", "H", "H", "H", "H", "H", "H"], "coordinates": [[-5.510775, -5.329963, -1.530501], [-5.838447, -4.064995, -0.504703], [-4.855427, -4.015715, 0.811872], [-3.262478, -3.799271, 0.445880], [-3.133435, -2.796983, -0.641716], [-1.729083, -2.625458, -1.043196], [-1.085680, -1.298907, -0.254119], [-2.023204, -0.015499, -0.702138], [-1.684330, 1.281559, 0.012661], [0.513985, -1.117479, -0.587250], [1.264887, -0.010730, 0.419795], [1.027012, -0.297964, 2.011398], [0.544372, 1.054233, 2.869785], [1.443910, 2.385633, 2.547425], [0.354528, 3.581121, 2.124989], [0.998430, 4.864843, 1.800767], [0.814805, 5.240611, 0.389610], [-0.731352, 5.592531, -0.033326], [1.400519, -2.509106, -0.401063], [0.998179, -3.283355, 0.820423], [1.301067, -4.582786, 0.653042], [0.291990, -5.226609, 0.993674], [0.607739, -0.520314, -1.925465], [-0.022725, -1.499445, -3.157017], [-0.381071, -0.509772, -4.335633], [1.193487, -2.333504, -3.722223], [-1.475509, -2.586149, -2.673530], [-1.037473, -4.150051, -3.075778], [-2.312781, -5.181520, -3.031028], [-1.929341, -6.734136, -3.509719], [-1.362467, -6.746485, -5.081618], [-2.082461, -6.335128, -6.138901], [0.043486, -7.235981, -5.240375], [-0.063454, -8.541271, -5.930325], [0.169526, -8.357811, -7.546083], [-2.762701, -2.092613, -3.556785], [-2.755631, -2.530110, -5.131887], [-1.702552, -2.728825, -5.921623], [-4.573415, -2.750550, -6.022109], [-5.093808, -4.879946, -2.535366], [-6.537791, -5.889608, -1.757468], [-4.803159, -6.129766, -1.037026], [-6.934583, -4.265238, -0.098895], [-5.875800, -3.030727, -1.078337], [-5.053064, -4.988408, 1.434940], [-5.237823, -3.107788, 1.476343], [-2.756607, -4.827926, 0.206150], [-2.754654, -3.367120, 1.426560], [-1.157169, -3.584618, -0.620153], [-1.324109, -1.488808, 0.889884], [-1.959475, 0.226055, -1.869327], [-3.186786, -0.194044, -0.503114], [-2.532595, 1.748435, 0.402731], [-1.113255, 1.918078, -0.589512], [0.945746, 1.085885, 0.118260], [2.424400, -0.083834, 0.195983], [2.099016, -0.561726, 2.466415], [0.342547, -1.212119, 2.265028], [-0.566590, 1.282047, 2.573950], [0.628661, 0.874670, 4.046977], [2.251460, 2.255387, 1.711120], [2.040748, 2.725242, 3.523828], [-0.272880, 3.149454, 1.233383], [-0.411201, 3.699795, 3.030913], [1.214121, 4.346758, -0.271507], [1.451418, 6.223790, 0.159829], [-1.122968, 4.663265, -0.666723], [-1.472915, 5.716645, 0.871366], [-0.811775, 6.520315, -0.775219], [2.550371, -2.231551, -0.242922], [1.294023, -3.262492, -1.289504], [-0.230306, -4.591012, -2.314358], [-0.548012, -4.231155, -4.134862], [-3.228252, -4.870451, -3.690207], [-2.709215, -5.287215, -1.924444], [-1.128104, -7.183306, -2.758629], [-2.945492, -7.343046, -3.475819], [-1.124223, -8.984334, -5.695063], [0.764734, -9.244888, -5.489353], [0.053600, -7.219373, -7.804133], [-0.673347, -8.960656, -8.127472], [1.252990, -8.682940, -7.908567], [-2.828339, -0.900779, -3.523804], [-3.816398, -2.453624, -3.126101], [3.999471, -10.652943, -5.938783], [2.902799, -11.014676, -6.919024], [2.896668, -10.094979, -8.000927], [3.853481, -9.637790, -5.555524], [4.014715, -11.349891, -5.096172], [4.978394, -10.670625, -6.428876], [1.924531, -10.974431, -6.431007], [3.048894, -12.023601, -7.316589], [3.766767, -10.144524, -8.432768], [4.233863, 8.849771, 0.199002], [3.006835, 8.947584, 1.081751], [2.500156, 7.649184, 1.353464], [3.991179, 8.346981, -0.742827], [4.634182, 9.842825, -0.023599], [5.014505, 8.255666, 0.685244], [2.221447, 9.523257, 0.583200], [3.244248, 9.437624, 2.030870], [3.202237, 7.148792, 1.803690], [-3.649787, 1.002323, 5.772950], [-2.135955, 0.967715, 5.812030], [-1.605959, 1.996738, 4.989467], [-4.011229, 0.873965, 4.747465], [-4.074121, 0.212098, 6.398606], [-4.024331, 1.969442, 6.123937], [-1.765217, 0.008069, 5.439984], [-1.766399, 1.108348, 6.832317], [-1.934301, 2.845260, 5.333293], [0.735849, 9.821696, 4.861992], [2.249681, 9.787088, 4.901073], [2.779677, 10.816111, 4.078510], [0.374407, 9.693338, 3.836508], [0.311515, 9.031471, 5.487649], [0.361305, 10.788815, 5.212980], [2.620418, 8.827442, 4.529027], [2.619238, 9.927720, 5.921359], [2.451335, 11.664633, 4.422335], [4.694791, 9.941841, 8.393530], [5.892098, 10.418635, 7.597581], [5.789151, 9.973387, 6.253129], [4.630018, 8.849070, 8.373701], [4.761137, 10.272995, 9.433672], [3.764632, 10.323926, 7.960388], [6.817578, 10.016868, 8.020495], [5.956417, 11.510962, 7.601817], [4.968408, 10.342455, 5.884098]], "forces_ev_per_angstrom": [[-0.91, 0.46, 0.04], [-0.60, -0.64, 0.31], [-0.62, 0.90, -0.55], [-0.72, -0.04, 1.52], [1.45, -1.16, 0.13], [1.25, -0.09, 1.58], [-1.62, -0.35, -0.19], [-0.77, 0.99, -0.87], [-0.24, -0.49, -0.51], [-0.16, 0.49, 2.64], [0.00, 0.06, -0.54], [1.29, 0.62, 1.26], [0.22, -0.26, -0.24], [-0.40, 0.92, 0.47], [0.02, -1.15, 0.43], [-1.20, -1.00, -1.20], [0.15, 0.73, -0.87], [-0.51, -1.04, -0.89], [1.54, -0.13, -0.83], [-0.21, 2.23, -1.20], [-4.32, -2.50, 0.91], [3.88, 1.38, -0.86], [-1.19, -2.52, 0.01], [5.27, 2.00, -8.10], [0.02, -3.10, 5.44], [-4.57, 2.00, 3.47], [-1.34, -2.27, 0.30], [0.24, -1.10, -0.43], [-0.30, -0.61, 0.32], [0.23, 0.76, -0.27], [-2.09, 1.76, -4.19], [4.65, -2.78, 7.09], [-3.92, 0.01, 0.31], [0.27, -0.77, -1.11], [-0.20, 0.21, -0.20], [-1.21, 0.86, -0.23], [6.13, -0.83, -3.98], [-7.20, 1.30, 5.84], [1.45, 0.28, 1.12], [-0.69, -1.28, 2.05], [2.31, 1.23, 0.34], [-1.20, 1.72, -1.08], [2.28, 0.60, -0.71], [0.30, -2.23, 1.21], [0.78, 1.78, -1.21], [0.97, -1.86, -1.36], [-0.84, 1.99, 0.10], [-0.82, -0.94, -2.02], [-1.03, 2.11, -1.13], [0.89, 0.40, -2.37], [0.06, -0.96, 2.34], [2.76, -0.24, -0.31], [1.21, -0.47, -0.82], [-1.08, -0.75, 0.81], [0.43, -2.40, 0.67], [-2.43, 0.11, 0.31], [-2.30, 0.36, -1.00], [1.19, 1.83, -0.71], [2.12, -0.47, 0.73], [-0.40, 0.09, -2.76], [-1.65, 0.14, 1.40], [-1.38, -0.69, -2.15], [1.22, 0.95, 1.51], [1.74, -0.07, -1.87], [-0.81, 1.76, 1.13], [-1.24, -2.52, 0.94], [0.55, 1.97, 1.33], [1.71, -0.08, -1.70], [0.32, -1.92, 1.84], [-2.60, -0.47, -0.66], [0.25, 1.73, 1.42], [-1.73, 1.28, -1.55], [-0.98, 0.56, 1.98], [1.92, -0.30, 1.12], [0.79, 0.29, -2.26], [-1.68, 0.83, -1.88], [2.28, 1.18, -0.19], [2.10, 0.63, -0.57], [-1.65, 1.49, -0.64], [0.03, -2.25, 0.58], [1.93, 1.26, 1.15], [-2.52, 0.51, 0.98], [0.27, -2.62, -0.36], [2.65, 0.49, -0.65], [0.04, 0.03, 0.25], [0.39, 0.03, -0.03], [0.27, 0.01, -0.39], [-0.06, -0.15, -0.03], [0.08, 0.06, -0.05], [-0.06, -0.11, 0.06], [0.06, 0.07, -0.24], [-0.08, -0.11, 0.18], [-0.48, 0.06, 0.21], [0.09, 0.09, -0.22], [0.42, -0.04, 0.14], [0.05, -0.19, 0.26], [-0.02, 0.12, 0.09], [0.05, -0.10, 0.01], [-0.01, 0.14, 0.03], [-0.02, -0.21, 0.12], [-0.01, 0.22, -0.15], [-0.44, 0.16, -0.21], [-0.20, -0.15, -0.01], [-0.24, 0.27, 0.07], [0.07, 0.44, -0.02], [0.10, -0.06, 0.13], [-0.04, 0.10, -0.04], [0.03, -0.11, 0.09], [0.09, 0.23, -0.06], [-0.05, -0.20, 0.08], [0.18, -0.44, -0.18], [-0.20, -0.14, -0.02], [-0.35, 0.14, 0.03], [0.28, 0.47, 0.02], [0.12, -0.09, 0.14], [-0.03, 0.10, -0.05], [0.03, -0.09, 0.10], [0.07, 0.23, -0.05], [-0.07, -0.22, 0.11], [0.16, -0.43, -0.24], [-0.05, -0.10, 0.25], [-0.34, 0.00, -0.14], [-0.12, 0.05, -0.28], [0.09, 0.14, 0.03], [-0.09, -0.03, -0.06], [0.07, 0.09, 0.10], [-0.08, 0.02, -0.23], [0.07, 0.04, 0.22], [0.44, -0.18, 0.05]], "mulliken_charge": [-0.471, -0.344, -0.892, -0.059, -0.201, -0.273, 0.229, -1.139, -0.162, 0.786, -0.646, -0.654, -0.284, -0.571, 0.083, -0.268, 0.150, -0.794, -0.557, -0.187, 0.083, -0.288, -0.560, 1.544, -0.705, -0.707, 0.482, -0.895, 0.566, -0.693, 0.375, -0.563, -0.314, 0.003, -0.745, -0.513, 0.318, -0.452, -0.165, -0.081, 0.391, 0.160, 0.345, 0.194, 0.319, 0.288, 0.218, 0.146, 0.063, 0.407, 0.069, 0.257, 0.255, 0.174, -0.155, 0.640, 0.294, 0.236, 0.133, 0.263, 0.192, 0.338, -0.106, 0.018, 0.194, 0.055, 0.162, 0.212, 0.311, 0.492, 0.238, 0.165, 0.512, 0.036, -0.610, 0.296, 0.409, 0.284, 0.097, 0.293, 0.255, 0.165, 0.541, 0.291, -1.033, -0.172, -0.503, 0.253, 0.321, 0.368, 0.220, 0.285, 0.291, -1.179, -0.022, -0.374, 0.281, 0.373, 0.337, 0.288, 0.009, 0.236, -1.110, -0.223, -0.397, 0.276, 0.351, 0.330, 0.271, 0.284, 0.243, -1.190, 0.326, -0.547, 0.286, 0.347, 0.356, 0.317, -0.182, 0.300, -0.919, -0.218, -0.472, 0.248, 0.343, 0.235, 0.285, 0.240, 0.269], "smiles": "CCCCO[C@@H]1[C@H](CN)[C@@](CCCCCOCC)(CON=O)OS(=O)(=O)[C@]1(CCCC(=O)OCC)CC(=O)Br.CCO.CCO.CCO.CCO.CCO", "e_homo_ev": -9.26, "homo_lumo_gap_ev": 8.54}

No. 2
{"formula": "C4H12", "method": "the ωB97M-V functional and the def2-TZVPD basis", "symbols": ["C", "C", "H", "H", "H", "H", "H", "H", "C", "C", "H", "H", "H", "H", "H", "H"], "coordinates": [[0.229926, -1.416399, -2.117253], [-1.028457, -1.814305, -1.290376], [0.464168, -0.363307, -2.224554], [1.041422, -2.001204, -1.645319], [0.218210, -1.917291, -3.061920], [-1.379915, -1.077589, -0.605931], [-0.994170, -2.883688, -1.016380], [-1.823978, -1.981486, -1.990828], [-0.280252, 1.316615, 1.736418], [1.129448, 1.977809, 1.735658], [-0.957554, 1.763807, 2.465416], [-0.861653, 1.576039, 0.818631], [-0.429955, 0.272939, 1.642501], [0.916593, 2.682197, 1.160357], [2.069389, 1.406793, 1.311785], [1.433455, 2.140468, 2.759561]], "forces_ev_per_angstrom": [[0.31, -1.75, 1.57], [0.15, -0.92, -2.25], [-0.09, 0.00, 0.15], [0.27, 1.03, 0.06], [-0.41, 0.13, -0.98], [0.06, 0.06, 1.00], [0.61, 0.73, 1.12], [-0.89, 0.74, -0.66], [-0.91, 0.72, -1.52], [2.11, -8.02, 3.77], [0.42, -0.31, 0.56], [0.79, 0.39, 0.07], [0.49, -1.36, 0.90], [-0.55, 7.13, -4.30], [-2.27, 0.58, 0.40], [-0.07, 0.86, 0.10]], "nbo_charge": [-0.616, -0.624, 0.211, 0.202, 0.203, 0.212, 0.211, 0.201, -0.619, -0.589, 0.208, 0.192, 0.210, 0.192, 0.198, 0.208], "smiles": "CC.CC", "e_homo_ev": -11.17, "relative_energy_kj_mol": 175.7, "homo_lumo_gap_ev": 12.29}

No. 3
{"formula": "C11H13BrCoO3S", "method": "the ωB97M-V functional and the def2-TZVPD basis", "symbols": ["C", "C", "C", "H", "C", "C", "H", "H", "H", "H", "Co", "Br", "C", "C", "C", "H", "C", "C", "H", "H", "H", "H", "C", "S", "O", "O", "O", "H", "H", "H"], "coordinates": [[-0.871899, -0.824926, -2.390954], [-0.954158, -1.846074, -1.399239], [-1.691232, -1.308546, -0.292016], [-0.551505, -2.848613, -1.471109], [-2.053521, 0.038013, -0.602736], [-1.540842, 0.341408, -1.896910], [-1.747516, 1.258051, -2.443249], [-0.478002, -0.970564, -3.392679], [-1.943409, -1.865141, 0.595256], [-2.703819, 0.689053, -0.035440], [0.141788, -0.232741, -0.624034], [1.137705, -2.040051, 0.975314], [2.216930, 1.061702, -0.194172], [1.358290, 1.820465, -1.050695], [1.201112, 1.084750, -2.269998], [0.972921, 2.816381, -0.855180], [1.954026, -0.132262, -2.156345], [2.604699, -0.132913, -0.887287], [3.251130, -0.910411, -0.507512], [2.540782, 1.345022, 0.795445], [0.700308, 1.450106, -3.162159], [2.046020, -0.912151, -2.907627], [-0.376019, -0.144030, 4.022138], [-1.021957, 0.680260, 2.548522], [-2.149039, -0.193003, 2.232569], [-1.218015, 2.061992, 2.904153], [0.005373, 0.569959, 1.480211], [-1.009174, 0.201736, 4.816263], [0.631514, 0.153540, 4.206239], [-0.452492, -1.211004, 3.963240]], "forces_ev_per_angstrom": [[-1.55, -0.54, -0.55], [-1.32, 0.32, -0.56], [-0.72, -0.21, -0.86], [0.07, 0.26, 0.10], [-0.54, -0.74, -0.99], [-1.16, -0.89, -0.31], [0.38, -0.13, 0.18], [0.24, 0.26, 0.34], [0.23, 0.32, 0.07], [0.43, -0.09, 0.21], [1.25, 0.29, 1.97], [0.58, -1.44, 0.69], [0.96, -0.25, -1.22], [0.59, -0.85, -0.54], [1.75, 0.53, 0.14], [-0.15, -0.29, 0.09], [0.41, 1.03, 0.08], [-0.19, 1.58, -0.11], [-0.26, 0.06, 0.03], [-0.23, -0.12, 0.04], [-0.16, -0.26, 0.27], [-0.13, 0.14, 0.15], [-0.29, 0.69, -0.31], [1.80, -2.42, -1.83], [-0.87, 1.08, 0.77], [-0.91, 0.81, 0.72], [-0.67, 0.87, 1.29], [-0.34, 0.23, 0.57], [0.78, 0.25, 0.07], [0.02, -0.48, -0.50]], "nbo_charge": [-0.371, -0.375, -0.326, 0.230, -0.339, -0.367, 0.207, 0.207, 0.253, 0.237, 1.190, -0.800, -0.370, -0.368, -0.383, 0.206, -0.410, -0.321, 0.224, 0.215, 0.194, 0.199, -0.882, 2.424, -1.036, -1.029, -1.053, 0.196, 0.212, 0.235], "e_homo_ev": [0.13, 0.16], "relative_energy_kj_mol": 0.0, "multiplicity": 4, "s_squared": 3.76, "charge": -2, "homo_lumo_gap_ev": [5.32, 5.29]}

No. 4
{"formula": "CHBrN2O3", "method": "the ωB97M-V functional and the def2-TZVPD basis", "symbols": ["C", "N", "N", "O", "O", "O", "Br", "H"], "coordinates": [[0.088180, 0.384413, 0.282571], [1.627039, -0.042306, 1.398866], [0.565468, 1.346364, -0.703034], [0.286614, 1.131765, -1.903402], [2.501564, 0.687353, 1.261953], [1.288965, 2.259527, -0.246417], [-0.303003, 1.111726, 1.988840], [-0.586890, -0.465266, 0.113181]], "forces_ev_per_angstrom": [[1.06, 0.30, 1.37], [1.80, 0.50, -1.26], [-0.20, 0.17, -0.38], [0.78, 0.38, 2.08], [-0.94, -1.37, 0.02], [-1.38, -1.50, -1.24], [-1.69, 0.84, 0.26], [0.57, 0.68, -0.85]], "nbo_charge": [-0.239, 0.257, 0.448, -0.378, -0.152, -0.375, 0.182, 0.256], "e_homo_ev": [-9.79, -9.79], "relative_energy_kj_mol": 105.3, "homo_lumo_gap_ev": [8.71, 8.71]}